Record 1
A molecular structure, C18H47FeNO4Si2. Source: the OMol25 dataset; level of theory: ωB97M-V with the def2-TZVPD basis set.

Last column: Löwdin charge in e.
Positions of all 73 atoms, in Å:
H: 0.11208 0.50904 -3.65141  0.0669
H: 2.68361 4.69104 0.13139  0.0304
H: -0.89447 -3.56244 -5.49977  0.0794
H: 1.38013 -3.50105 -2.90577  0.1143
H: -1.59696 1.56365 -2.56942  0.0979
H: -2.06947 1.99062 3.48809  0.0910
C: -0.88517 -2.71025 -3.52290  -0.2780
H: -1.61660 3.98494 -1.98139  0.0860
H: -2.08114 1.10746 -0.95880  0.1019
C: -1.51943 1.87132 -1.52105  -0.2561
H: 1.61411 2.46712 -1.84444  0.0989
H: 4.26528 3.90347 0.43614  0.0280
C: -1.51621 -2.89824 -4.89129  -0.0733
C: 2.70604 -1.90126 -3.35414  -0.0670
H: 1.44806 0.72796 -1.67147  0.1015
H: 3.95828 0.80203 1.49440  0.0478
C: -2.15126 3.24129 -1.38300  -0.0676
C: -1.65654 -1.45733 0.73178  -0.2391
C: -2.08645 -2.50560 3.03626  -0.2057
H: 2.89830 4.10961 3.56065  0.0313
H: 2.87921 -2.21315 -4.39155  0.0825
H: -1.67969 -1.95940 -5.41587  0.0742
H: -4.41541 -2.33704 0.73341  0.0359
H: -2.87424 -1.73363 3.09714  0.0228
H: -0.61178 -1.09447 1.01180  0.0490
H: 1.20105 -2.10071 -1.80217  0.1158
C: 0.79812 0.50878 4.36990  -0.7064
C: -3.89122 -3.27978 0.47612  -0.1868
H: -1.57950 -2.21921 -2.81583  0.1103
C: 1.36571 -2.40367 -2.84547  -0.2888
O: 1.64658 0.73830 5.25304  -0.0263
Si: 2.43497 2.71408 1.57122  0.3782
O: -0.13252 1.88211 -1.05043  -0.2416
H: -2.40395 -0.85319 1.31440  0.0217
H: -2.11723 3.58180 -0.34857  0.0622
H: 1.41105 1.63237 -4.08103  0.0952
H: -0.22262 2.30411 -3.74100  0.0822
H: -4.50541 -4.09352 0.88796  0.0218
C: 0.70126 3.43155 1.46500  -0.3269
H: -0.18311 -4.22613 0.10339  0.0198
H: 0.28236 3.82704 0.51984  -0.0037
H: 3.12917 3.23161 -0.77276  0.0054
H: -1.05320 0.66081 5.36891  0.1262
C: 3.17680 3.09647 3.24765  -0.1709
H: -0.28111 2.26855 5.02522  0.1204
H: 2.68655 0.56422 0.26491  0.0104
H: 2.82645 -0.82152 -3.27931  0.0611
O: 0.28433 -1.89346 -3.60444  -0.1823
C: 3.21064 3.73081 0.19898  -0.1899
C: -0.77103 -4.44998 1.00955  -0.1765
C: 2.87448 0.91294 1.29393  -0.1825
C: 0.91955 1.63139 -2.00563  -0.2258
H: -1.11842 -5.49317 0.97369  0.0257
H: 4.27065 3.03831 3.16415  0.0344
H: -3.18800 3.24385 -1.72986  0.0836
H: 2.86316 2.40059 4.04114  0.0201
Si: -2.15629 -3.19760 1.24872  0.5174
H: -2.23038 -3.28625 3.80438  0.0293
H: -3.91927 -3.35381 -0.62767  0.0293
C: 0.50036 1.52086 -3.46332  -0.0693
O: 0.81101 -0.19501 3.31275  -0.1047
H: 2.34272 0.23794 1.99028  0.0070
H: -0.63872 -3.71408 -3.12671  0.1137
Fe: -0.29359 1.72252 1.42708  0.8284
H: -0.11588 -4.31882 1.89478  0.0438
H: -1.78950 -1.23151 -0.34104  0.0093
H: -1.11846 -1.98826 3.16420  0.0255
H: 3.48248 -2.35623 -2.73142  0.0807
H: 0.24049 3.80662 2.41893  0.0152
H: -1.75321 0.45220 3.23559  0.0557
C: -0.51735 1.27261 4.61071  -0.1407
H: -2.48106 -3.38685 -4.77052  0.0724
N: -1.28915 1.35461 3.32197  -0.0521

The value obtained for the LUMO energy (alpha / beta) is -0.1 / -0.2 eV. As for the HOMO-LUMO gap (alpha / beta): 7.7 / 7.9 eV. The energy relative to the best compared isomer or geometry (same formula, charge and spin) comes out at 1.734 eV. For the molar mass, the calculation gives 453.59 g mol⁻¹. The highest occupied orbital energy (alpha / beta) comes out at -7.777 / -8.145 eV. The value obtained for the largest force on an atom is 2.17 eV Å⁻¹. As for the multiplicity: 5. As for the expectation value of S²: 6.01.


Record 2
A molecular structure, C27H29CoNO4P2. Source: the OMol25 dataset; level of theory: ωB97M-V with the def2-TZVPD basis set.

Last column: Löwdin charge in e.
Positions of all 64 atoms, in Å:
C: 1.87902 -2.42643 -1.68139  -0.2691
H: -0.79164 -5.15880 2.16401  0.1247
H: 1.35416 2.35697 -3.24395  0.0533
C: 3.57573 -0.13019 -2.36727  -0.2363
H: -1.57902 -1.94478 2.36576  0.1503
H: -5.81861 -0.91679 -0.44639  0.1186
C: -4.72841 -1.01655 -0.44215  -0.0323
O: -0.83507 0.57904 1.01068  -0.1718
C: 1.63095 -4.40854 -0.12535  -0.0319
H: 0.98551 0.36208 2.65584  0.1031
C: -1.24654 1.55267 1.81149  -0.4545
C: -0.39781 2.63641 2.35282  -0.1136
H: 1.31360 -6.10848 1.18461  0.1181
C: -0.00954 -2.60571 0.00607  -0.1615
C: -3.95742 -0.35684 -1.41031  -0.0177
H: -2.37463 0.61047 -3.29517  0.1050
C: -1.92572 -2.68136 1.60569  -0.0509
H: -4.45005 0.24222 -2.18567  0.1206
C: 1.16116 -3.16408 -0.58133  -0.2273
N: -0.51703 -1.35859 -0.40866  0.0715
C: -2.69814 -1.93065 0.54415  -0.1233
H: 4.31827 -0.42647 0.54464  0.0564
H: -4.68765 -2.33794 1.28078  0.1258
H: 4.37553 -2.10465 -0.11287  0.0620
H: -1.91483 4.14339 2.00542  0.1209
H: 2.61989 3.29605 3.82702  0.1221
H: 3.91829 0.87911 -2.08359  0.0522
H: -0.65506 3.68647 -1.39215  0.0583
H: 3.16200 -1.66376 1.13829  0.0493
C: -0.92409 3.93920 2.39389  -0.0090
H: -2.56211 -3.41128 2.13351  0.1341
C: -0.70930 -3.34591 0.99752  -0.1230
H: 3.00400 -0.05119 -3.30552  0.0326
Co: 0.58136 0.41074 -0.24228  0.2622
C: -1.36952 2.88742 -1.64976  -0.2019
C: -4.09381 -1.81490 0.52178  0.0001
C: -2.55895 -0.48387 -1.43284  -0.2014
H: 2.71081 -3.02728 -2.08916  0.1047
C: -0.23780 -4.60081 1.39960  -0.0115
H: -2.03840 2.72188 -0.79034  0.0543
H: 0.88557 0.76370 -3.91928  0.0360
P: -0.44881 1.32496 -1.95595  0.8684
H: 1.69001 5.58343 3.81324  0.1100
H: -1.14829 -0.67702 -3.04569  0.0969
H: -0.14100 2.20508 -4.23930  0.0620
C: 1.51819 1.97264 0.13172  -0.1028
O: 2.11263 2.95767 0.36402  0.1564
C: 3.71261 -1.30106 0.25430  -0.2274
C: -1.91846 -1.25381 -0.42336  -0.1870
C: 1.10842 4.76268 3.41353  -0.0592
O: 1.43615 1.16192 2.95576  0.0505
H: 4.45055 -0.78439 -2.52815  0.0611
O: -2.49732 1.51447 2.21164  0.0108
C: 0.89164 2.39840 2.89840  -0.3026
C: 0.94116 -5.13335 0.85465  -0.0418
C: -1.73451 0.11643 -2.54260  -0.2493
C: -0.17051 4.99612 2.90877  -0.0707
C: 0.50138 1.70443 -3.49324  -0.2286
P: 2.48326 -0.79193 -1.03131  0.8808
H: 1.18060 -2.17283 -2.50241  0.0937
H: 2.53932 -4.82574 -0.57660  0.1207
H: -0.57910 5.99849 2.91615  0.1048
H: -1.95585 3.18193 -2.53774  0.0637
C: 1.63326 3.46947 3.41605  -0.0095

The value obtained for the LUMO energy (alpha / beta) is -2.4 / -5.2 eV. As for the HOMO-LUMO gap (alpha / beta): 8.5 / 5.7 eV. For the molar mass, the calculation gives 552.41 g mol⁻¹. The highest occupied orbital energy (alpha / beta) comes out at -10.902 / -10.905 eV. The value obtained for the largest force on an atom is 7.08 eV Å⁻¹. As for the multiplicity: 5. Its total charge is +1. As for the expectation value of S²: 6.06.


Record 3
3 unconnected molecules or ions with the total composition C31H53F8N3O8PS. Source: the OMol25 dataset; level of theory: ωB97M-V with the def2-TZVPD basis set.

Last column: Löwdin charge in e.
Positions of all 105 atoms, in Å:
H: -0.55382 -6.19255 -2.10271  0.1158
C: -0.25820 -0.80738 0.67186  -0.4405
O: -3.63452 -5.89896 0.03162  0.0507
H: -1.10749 -2.28467 1.97583  0.1322
C: -0.59122 0.66077 0.67034  -0.1184
H: -6.33377 -4.77065 2.93095  0.0928
C: -0.36440 1.62455 3.91026  -0.1008
O: 3.43523 3.46799 -2.16689  0.0760
H: 0.20924 1.37856 0.80783  0.0923
C: -1.82244 1.13736 0.52795  0.0636
C: 3.96323 -1.17581 0.98556  -0.2585
C: 0.52037 2.22909 5.00548  -0.4051
O: 3.48170 3.19581 -4.36558  0.0858
F: 0.91788 6.48711 4.76069  0.0905
F: 1.78064 1.75330 4.89148  0.1301
H: 3.72152 5.92270 -0.92468  0.0890
H: -1.27422 -3.98788 -3.31448  0.1068
F: -0.57894 4.23390 4.32061  0.1427
F: 0.04163 1.89451 6.22596  0.1369
N: 1.09169 -5.31302 -3.07434  -0.0009
H: 1.16061 0.78092 -3.07488  0.0928
C: -5.65514 -5.65888 1.09767  -0.3230
H: 0.49011 -3.44210 -1.43804  0.0692
O: -1.12226 -1.57706 -0.14776  -0.0460
F: -0.34834 4.44679 6.87956  0.1403
H: -2.66136 0.46898 0.68215  0.0910
H: -2.93115 2.92859 -2.82495  -0.1526
C: 1.19184 -1.09584 0.22033  -0.3140
H: -2.01756 2.15459 0.22575  0.0776
H: 2.02408 3.16843 1.28292  0.0650
O: -4.42766 -5.84908 -2.07689  0.1629
H: 1.85289 -1.88543 -1.57334  0.1677
C: 3.41626 4.61765 -4.14069  -0.0678
H: 2.38068 4.94025 -4.26752  0.1410
H: -7.58891 -4.93975 1.69704  0.0901
H: -1.14624 -1.24116 4.04891  0.1364
C: -2.03150 -2.29377 -2.21157  -0.0969
H: 1.28880 -1.31318 -3.82397  0.1111
H: -0.38650 2.69431 -4.90838  0.0699
H: 2.23222 5.80169 -1.85178  0.0936
F: 1.59733 4.06344 3.99467  0.1329
C: -1.51838 -3.75113 -2.27937  -0.1639
C: 0.24471 -5.49165 -1.87787  -0.2610
C: 0.58249 3.78513 4.85213  -0.3473
F: 1.78744 3.94646 6.90334  0.1464
C: 0.17361 0.58077 -2.65700  -0.1463
C: -0.41238 -1.45436 2.08664  -0.0676
S: -2.55315 3.15751 -4.09185  0.7311
C: 3.34813 2.58908 -3.17927  -0.5626
H: 2.03192 -0.26757 -1.53503  0.1291
C: 0.17199 -0.88651 -2.19679  -0.3736
N: 1.38276 -1.02325 -1.28719  0.1617
H: 3.68732 -2.22481 1.03951  0.0385
F: 0.40613 6.78044 6.86420  0.1058
O: 3.16318 1.41243 -3.04197  0.1114
O: -5.78825 -5.46260 -0.32396  0.0910
H: 3.77803 1.28090 -0.25932  0.0698
H: -0.29118 2.23825 3.01113  0.1241
C: 3.88902 4.73493 -2.70779  -0.3055
H: 4.04797 5.14009 -4.85268  0.1452
H: -2.98516 -2.28780 -1.68722  0.1258
H: 0.87615 -5.87956 -1.07942  0.0991
C: -0.33139 -4.15202 -1.40791  -0.2044
C: -0.92056 -0.57861 3.20775  -0.1914
H: 4.49643 -0.96505 0.05936  0.0373
C: -1.18399 -1.23332 -1.52619  -0.2493
H: 3.73643 3.25769 0.89406  0.0669
H: -5.92859 -6.69405 1.31633  0.1610
H: -2.26376 -1.91369 -3.20727  0.1154
C: -0.86624 0.93248 -3.71983  -0.2385
H: -1.75501 -0.30735 -1.58564  0.1211
C: 0.81128 4.54347 6.18548  -0.3582
C: 2.82444 1.40450 0.24421  -0.4098
H: 0.53457 -1.88607 2.40284  0.1133
C: -6.53830 -4.70638 1.86226  -0.0204
H: -3.74558 -6.02159 2.10239  0.1394
H: -2.34254 -4.41148 -2.03020  0.0893
H: 4.63942 -0.93928 1.80106  0.0375
H: 1.37825 -2.12922 0.49639  0.1144
C: 1.16939 6.05644 6.02098  -0.2692
H: -3.91220 -4.38951 1.40993  0.1334
H: -1.85146 -0.06952 2.96771  0.1179
C: -4.60412 -5.74848 -0.90674  -0.5683
H: 1.18978 -4.33046 -3.29602  0.0287
C: 2.94432 2.59180 1.22610  -0.1463
O: 0.08633 0.32401 3.63831  -0.1220
H: 0.66857 -5.74936 -3.88115  0.0623
H: -1.85680 0.54350 -3.50319  0.0922
C: 3.31588 5.89445 -1.93516  -0.0127
H: -0.25888 -1.74505 -4.00910  0.0974
H: -0.67438 -4.25900 -0.37946  0.1102
H: 4.98001 4.74019 -2.65687  0.1632
C: -4.16755 -5.44537 1.28315  -0.0927
H: 2.21908 6.21416 6.26907  0.1725
H: 2.03043 1.61242 -0.46677  0.0465
P: 2.45225 -0.12982 1.21956  1.0483
H: 3.55512 6.83524 -2.42941  0.0982
C: -0.88945 2.44879 -3.97915  -0.5651
H: 0.03873 1.26488 -1.81501  0.1111
N: 0.50057 -1.73828 -3.33988  0.1304
H: -0.56307 0.45219 -4.65144  0.1133
H: -0.33909 2.95493 -3.18652  0.0605
H: -1.38481 1.65171 4.29122  0.1498
H: 3.19588 2.26068 2.23025  0.0525
H: -6.37408 -3.68146 1.52729  0.0907

The value obtained for the LUMO energy is -1.9 eV. As for the HOMO-LUMO gap: 9.1 eV. For the molar mass, the calculation gives 810.80 g mol⁻¹. The highest occupied orbital energy comes out at -11.065 eV. The value obtained for the largest force on an atom is 1.19 eV Å⁻¹. As for the multiplicity: 1. Its total charge is +1.


Record 4
A molecular structure, C24H63BF4N5O7Pd. Source: the OMol25 dataset; level of theory: ωB97M-V with the def2-TZVPD basis set.

Last column: Löwdin charge in e.
Positions of all 105 atoms, in Å:
H: 1.94075 1.22811 -6.86324  0.0883
H: -2.70763 -3.33723 -4.97523  0.0968
O: 3.61926 -2.03572 -1.59471  -0.3044
H: 5.62179 -1.48358 -1.54982  0.1029
H: 4.46210 -0.15735 -1.33911  0.0994
H: -1.81378 0.59635 -2.57625  0.1172
C: 1.10531 3.93550 2.62413  -0.2374
H: -3.98271 -1.84672 4.30962  0.0721
C: -2.59022 -3.56298 -3.91010  -0.1044
H: 2.41660 0.88075 -4.62298  0.1101
N: 2.51449 -2.61570 1.44901  0.0160
C: -2.19181 -1.34695 -3.32624  -0.2248
H: -0.70994 -3.45658 2.37607  0.1390
H: 0.24034 1.81838 -2.70238  0.1283
H: 2.84692 2.96563 4.08360  0.0838
C: -3.73091 -1.15534 5.11070  -0.0744
H: -1.48580 -2.83391 -0.69458  0.0832
F: 0.98705 -1.06657 -0.31535  -0.0010
Pd: 1.90508 -3.05165 -0.62557  1.2249
H: -1.60551 -0.18773 6.70385  0.1300
H: 1.81486 4.42346 1.94227  0.1335
C: 1.46076 -3.30318 2.24231  -0.3868
H: 1.67491 -4.37448 2.20823  0.1479
H: 0.88856 -3.56235 4.30552  0.0934
H: -2.19326 -4.58180 -3.87238  0.0885
H: 3.38522 -2.88656 1.90415  0.1124
H: 1.23639 2.84926 2.50056  0.1199
O: 1.28118 4.33400 3.95664  -0.1952
H: 1.26032 -3.24909 -5.35440  0.0905
H: -2.02233 -3.93912 0.54983  0.1062
C: 2.00656 -2.58122 -4.93338  -0.0378
H: 4.75429 -1.36942 -0.03144  0.0886
F: 2.60265 0.45438 0.27010  0.1480
H: 3.29261 4.66674 4.38421  0.0880
C: 3.42834 -1.86614 -3.00941  -0.1554
H: 2.78374 -3.85899 -3.42532  0.1429
F: 0.40879 1.13294 0.01900  0.1635
H: 2.04042 2.47191 -3.99541  0.1358
C: -1.36727 2.76947 5.65925  -0.0802
H: 1.43682 0.63546 -2.30231  0.1010
N: -0.57927 3.93896 0.84102  -0.0587
C: -2.55563 -0.26896 4.78919  -0.4417
H: -0.46964 5.36384 2.30511  0.1308
H: 2.49054 -1.60904 1.63448  0.0825
H: 2.03724 2.94802 -6.39593  0.0942
O: -1.70206 -2.66099 -3.30667  -0.2285
H: 0.52482 -3.48883 -3.06552  0.0922
C: 1.57995 1.51819 -4.29406  -0.2391
H: -3.55209 -3.62529 -3.38909  0.0974
O: 0.68511 1.79434 -5.33908  -0.1939
H: 1.69013 -1.54425 -5.07836  0.0696
H: -0.98808 3.77375 2.91852  0.1074
C: -2.02058 4.05821 0.55208  -0.2058
H: -5.32440 3.21086 -2.09501  0.0873
H: -4.12195 2.01970 -2.40980  0.0764
H: -2.87389 0.95729 6.52684  0.1298
H: 4.36315 -2.12947 -3.50491  0.1462
H: 1.18985 -1.88073 3.92397  0.0725
H: -0.96352 -1.50812 4.91884  0.0666
H: 2.34195 3.77756 5.57878  0.0876
H: -1.28755 -4.60641 -0.90422  0.0973
H: 2.90234 -2.61596 -5.56682  0.0945
H: -0.94373 -0.66250 -1.70589  0.1047
O: 0.03196 -3.73684 0.41598  -0.2852
H: 3.10652 -0.83586 -3.17982  0.1224
B: 1.26057 0.14952 0.46998  -1.2452
H: 0.64011 -1.92394 -2.89571  0.0660
H: -2.26918 5.12110 0.55180  0.1270
H: -2.59097 3.59940 1.37679  0.1201
C: -2.03100 0.52025 5.97552  -0.2345
H: -0.35892 2.96138 0.67641  0.0702
C: 0.07465 -3.10119 1.70677  -0.1799
H: -1.97234 3.80614 -1.60167  0.1217
C: 1.35971 2.09924 -6.54153  -0.0910
N: -0.07254 -0.11794 -3.55216  -0.0536
H: -3.50143 -1.81875 5.96277  0.0814
O: -1.01649 1.38939 5.55459  -0.1878
H: -0.15756 -2.03961 1.58360  0.1156
F: 1.00406 -0.18139 1.80412  0.1277
C: -4.23965 3.06897 -2.11954  -0.1076
C: 4.66561 -1.19871 -1.09899  -0.0573
O: -3.79063 3.21589 -0.78085  -0.2022
H: -2.30097 2.94427 5.12292  0.0909
C: 0.80149 0.97007 -3.12388  -0.1846
H: -2.49338 -1.01725 -4.32910  0.1347
C: 1.52431 -2.89606 3.71909  -0.0332
N: 1.13422 -2.79840 -2.62842  0.0134
C: -1.24504 -3.77768 -0.20311  -0.0566
H: -0.76417 -0.41503 3.81371  0.0559
H: -3.82361 3.87579 -2.71923  0.0887
C: 2.37657 -2.84415 -3.48032  -0.3794
H: -1.50038 3.04408 6.71357  0.0915
H: -4.61144 -0.62415 5.47523  0.0801
H: -0.45799 0.14088 -4.45734  0.1128
C: -2.35992 3.31908 -0.70370  -0.2214
C: 2.50752 3.91441 4.50841  -0.1044
H: 0.61875 2.36512 -7.28851  0.0928
H: -3.09353 -1.31029 -2.69115  0.1341
C: -0.30038 4.28658 2.22673  -0.2157
H: -2.01462 2.27975 -0.62216  0.1130
H: 2.54827 -3.03460 4.07289  0.0868
N: -1.47727 -1.05717 4.15809  0.0461
C: -1.25224 -0.33846 -2.70349  -0.1854
H: -2.87717 0.43119 4.00889  0.1425
H: -0.51918 3.35282 5.30991  0.0701

The value obtained for the LUMO energy (alpha / beta) is -2.7 / -5.5 eV. As for the HOMO-LUMO gap (alpha / beta): 7.5 / 4.7 eV. The energy relative to the best compared isomer or geometry (same formula, charge and spin) comes out at 0.000 eV. For the molar mass, the calculation gives 727.02 g mol⁻¹. The highest occupied orbital energy (alpha / beta) comes out at -10.200 / -10.200 eV. The value obtained for the largest force on an atom is 1.67 eV Å⁻¹. As for the multiplicity: 3. Its total charge is +1. As for the expectation value of S²: 2.00.